This record from the OMol25 dataset describes a molecular structure, C18H26LuN2O3P2S2Si at a distorted geometry. The level of theory is the ωB97M-V functional and the def2-TZVPD basis.

## Properties
* net charge: -1
* HOMO-LUMO gap: 7.1641 eV
* relative energy (zero: lowest compared OMol25 entry of this formula, charge and spin): 109.96 kJ/mol
* calculated total energy: -109965.991 eV
* E_LUMO: 2.287 eV

Last column: natural (NBO) charge in e.
Positions of all 55 atoms, in Å:
Lu1 1.08 0.77 -0.12  1.6870
S1 1.89 0.08 2.32  -0.2971
C1 1.54 1.73 2.73  -0.1719
S2 0.78 2.77 1.56  -0.3042
C2 1.80 2.21 4.01  -0.4869
C3 2.33 1.36 5.03  0.3217
N1 2.73 0.69 5.89  -0.3850
C4 1.54 3.56 4.38  0.3211
N2 1.35 4.65 4.72  -0.3847
C5 -2.06 0.01 -3.36  -0.9483
P1 -2.15 0.55 -1.60  0.8728
C6 -3.67 1.59 -1.77  -0.9275
C7 -2.93 -0.90 -0.78  -0.2365
C8 -3.83 -1.76 -1.41  -0.2239
C9 -4.45 -2.78 -0.71  -0.2190
C10 -4.18 -2.94 0.64  -0.2067
C11 -3.29 -2.10 1.28  -0.2067
C12 -2.65 -1.07 0.59  -0.3480
P2 -1.39 0.04 1.37  0.8570
C13 -2.41 1.55 1.64  -0.9335
C14 -1.35 -0.57 3.09  -0.9500
H1 -1.47 -0.90 -3.44  0.2471
H2 -1.55 0.80 -3.92  0.2385
H3 -3.05 -0.14 -3.79  0.2131
H4 -4.48 1.03 -2.23  0.2092
H5 -3.44 2.46 -2.38  0.2296
H6 -4.01 1.94 -0.79  0.2334
H7 -4.05 -1.63 -2.47  0.2036
H8 -5.16 -3.43 -1.21  0.2076
H9 -4.66 -3.74 1.20  0.2089
H10 -3.09 -2.24 2.34  0.2151
H11 -3.44 1.29 1.87  0.2146
H12 -2.36 2.20 0.77  0.2378
H13 -1.96 2.10 2.47  0.2601
H14 -2.33 -0.48 3.56  0.2140
H15 -0.63 0.02 3.64  0.2713
H16 -1.01 -1.61 3.12  0.2399
O1 0.63 1.72 -2.09  -0.7002
C15 0.88 0.56 -2.51  0.6310
O2 0.69 -0.48 -1.80  -0.7766
H17 1.26 0.44 -3.53  0.1332
C16 5.87 0.38 -1.09  -1.1365
Si1 4.10 -0.24 -1.17  1.9232
C17 3.87 -0.93 -2.91  -1.1459
C18 3.91 -1.72 -0.02  -1.1397
O3 3.04 0.92 -0.78  -1.3148
H18 6.58 -0.42 -1.27  0.2194
H19 6.08 0.81 -0.10  0.2380
H20 6.03 1.16 -1.83  0.2270
H21 4.65 -1.67 -3.13  0.2241
H22 3.93 -0.14 -3.66  0.2208
H23 2.90 -1.43 -3.01  0.2307
H24 4.49 -2.58 -0.37  0.2217
H25 2.86 -2.02 0.03  0.2244
H26 4.24 -1.47 0.99  0.2467